# 1
Molecular formula: C9H11BrF5N2O7P2
Method: DFT, the ωB97M-V functional and the def2-TZVPD basis

Geometry as XYZ:
```
37
Properties=species:S:1:pos:R:3:mulliken_charge:R:1
F 0.83697 1.87895 -3.52018 -0.30
C -0.94596 0.95635 0.59877 -1.03
H -0.87676 0.70035 1.64693 0.49
H -1.50685 -1.89094 -1.80855 0.39
P 1.83768 0.73270 0.78074 1.23
F 1.20275 2.92538 -1.62882 -0.20
H -0.22722 2.99368 0.11787 0.55
P 1.48807 -2.24723 -0.86558 0.06
O 1.83818 0.01339 2.18744 -0.54
H 3.17873 -2.56350 0.33105 0.37
H -0.96611 -0.11561 -3.22818 0.56
H 0.96770 0.02430 2.61042 0.47
H 1.47181 2.47826 1.98056 0.40
H -1.94067 2.74341 -0.04221 0.45
C -2.22019 -2.09958 0.58744 0.47
C -0.06434 -1.24954 -0.22771 0.56
H 1.49005 0.26640 -1.97794 0.54
F -0.86424 2.44778 -2.28057 -0.23
H -1.24102 3.86098 1.89793 0.38
N -0.86278 -1.74299 0.91434 0.65
O 1.79787 2.27687 1.09217 -0.53
O -3.14661 -1.54059 1.01400 -0.38
C 0.27484 0.31288 -0.11471 0.47
O 2.25030 -2.36622 0.53009 -0.40
O 2.98194 0.39874 -0.05606 -0.72
Br 0.58758 -4.23525 -1.27821 -0.19
C 0.41661 2.01527 -2.22721 0.37
O -1.28059 2.89981 1.89408 -0.58
H -1.85425 0.54524 0.17883 0.49
F 0.54142 -2.30642 2.57882 -0.18
C -0.31137 -2.79167 1.71555 0.39
O -0.63664 -3.91119 1.69827 -0.38
C -0.51741 -0.23588 -2.25689 -0.91
C 0.52824 0.61414 -1.60794 -0.40
C -1.07060 2.47877 0.55299 -1.16
N -0.83102 -1.20130 -1.48277 0.04
F -2.32610 -3.06576 -0.30477 -0.22
```

The HOMO energy is -13.210 eV. As for the LUMO energy: -5.2 eV. Its SMILES is O=C(F)N(C(=O)F)[C@@]1(P(O)Br)[NH+]=C[C@@H](C(F)(F)F)[C@]1(CCO)P(=O)(O)O. The orbital gap comes out at 0.2927 Ha. The net charge is +1.



# 2
Molecular formula: C9H11BrN3O2
Method: DFT, the ωB97M-V functional and the def2-TZVPD basis

Geometry as XYZ:
```
26
Properties=species:S:1:pos:R:3:mulliken_charge:R:1
C -2.38198 0.26660 1.99136 -0.53
H -3.98055 0.56987 3.26140 0.42
C 1.50593 -0.15319 -2.50459 0.47
C 0.21576 -0.36447 -0.43587 0.35
C -2.99242 0.33241 3.25212 -0.37
H 1.43776 -1.21695 -4.41065 0.33
N 0.64363 0.45233 -1.52405 -0.26
N -2.54474 -0.15657 4.43787 0.21
N -0.74470 0.22984 0.28098 -0.55
C 2.58435 0.84721 -3.10177 -1.38
C 0.02541 -0.11313 2.52145 -0.12
O 0.59695 -1.51086 -0.51951 -0.69
H 0.17049 -0.04228 -4.22682 0.30
O -3.08343 -0.18641 5.60472 -0.76
H 2.88468 1.54423 -2.29853 0.41
H 2.25687 1.34330 -3.96801 0.34
C -1.07570 0.03781 1.60145 0.25
H -3.04847 0.65917 1.31144 0.40
H 0.59261 1.47094 -1.60656 0.29
C 0.66929 -0.85774 -3.69200 -1.31
H -1.78322 -0.75378 4.47899 0.16
C 0.61913 -0.06595 3.52288 0.25
H 3.52544 0.34418 -3.31078 0.34
Br 1.92561 0.14159 4.74690 -0.10
H 0.00110 -1.66832 -3.33154 0.33
H 1.98020 -1.14983 -2.08088 0.22
```

The HOMO energy (spin up / spin down) is -3.417 / -3.046 eV. As for the LUMO energy (spin up / spin down): 2.7 / 2.7 eV. Its SMILES is CC(C)NC(=O)/N=C(C#CBr)/C=C\N[O-]. The orbital gap (spin up / spin down) comes out at 0.2231 / 0.2095 Ha. The net charge is -1.



# 3
Molecular formula: C9H11ClEuGaI2O4S
Method: DFT, the ωB97M-V functional and the def2-TZVPD basis

Geometry as XYZ:
```
30
Properties=species:S:1:pos:R:3:mulliken_spin:R:1
H 1.03358 1.19410 -3.64898 0.00
I 1.35928 3.57630 1.18672 0.97
Cl 2.33198 -1.40870 3.90522 0.24
H 2.16758 0.47070 2.40542 0.01
O -2.48492 -2.27920 -0.45268 0.02
H 1.08598 2.07530 -2.10388 -0.01
C 0.41878 0.00110 -1.96308 0.00
O -1.92232 -2.42510 3.74352 0.00
C 0.83268 -1.37740 -2.49038 0.01
O -1.58172 2.41470 3.98662 -0.01
Ga -0.22292 1.35890 1.48462 0.02
H -1.66822 0.05360 -1.31038 0.00
H 0.79778 0.42150 3.84112 0.01
S 0.94848 0.01690 -0.15968 0.12
C -1.66132 -1.89170 0.25252 0.02
I 1.17898 -3.60920 1.17402 -0.04
H 0.60638 -1.42340 -3.56228 0.01
H 1.90348 -1.55080 -2.35248 0.00
C -1.05992 0.28570 -2.18628 0.00
Eu -0.30012 -1.31590 1.42342 4.11
C 1.50218 -0.04260 3.12792 0.47
H -1.21712 1.32870 -2.46698 0.00
C -1.07012 1.99210 3.04572 0.02
C -1.66102 2.04880 0.46562 0.01
H 0.29258 -2.18330 -1.98828 0.00
C -1.33182 -1.94770 2.87932 0.00
H -1.41552 -0.33910 -3.01448 0.00
O -2.48962 2.55980 -0.14758 -0.01
C 1.28078 1.11170 -2.58378 0.02
H 2.34608 0.88410 -2.49048 0.00
```

Its spin multiplicity is 7. The HOMO energy (spin up / spin down) is -22.693 / -22.849 eV. As for the LUMO energy (spin up / spin down): -17.4 / -18.0 eV. The orbital gap (spin up / spin down) comes out at 0.1933 / 0.1764 Ha. The net charge is +4.



Repeat the second record exactly.
Molecular formula: C9H11BrN3O2
Method: DFT, the ωB97M-V functional and the def2-TZVPD basis

Geometry as XYZ:
```
26
Properties=species:S:1:pos:R:3:mulliken_charge:R:1
C -2.38198 0.26660 1.99136 -0.53
H -3.98055 0.56987 3.26140 0.42
C 1.50593 -0.15319 -2.50459 0.47
C 0.21576 -0.36447 -0.43587 0.35
C -2.99242 0.33241 3.25212 -0.37
H 1.43776 -1.21695 -4.41065 0.33
N 0.64363 0.45233 -1.52405 -0.26
N -2.54474 -0.15657 4.43787 0.21
N -0.74470 0.22984 0.28098 -0.55
C 2.58435 0.84721 -3.10177 -1.38
C 0.02541 -0.11313 2.52145 -0.12
O 0.59695 -1.51086 -0.51951 -0.69
H 0.17049 -0.04228 -4.22682 0.30
O -3.08343 -0.18641 5.60472 -0.76
H 2.88468 1.54423 -2.29853 0.41
H 2.25687 1.34330 -3.96801 0.34
C -1.07570 0.03781 1.60145 0.25
H -3.04847 0.65917 1.31144 0.40
H 0.59261 1.47094 -1.60656 0.29
C 0.66929 -0.85774 -3.69200 -1.31
H -1.78322 -0.75378 4.47899 0.16
C 0.61913 -0.06595 3.52288 0.25
H 3.52544 0.34418 -3.31078 0.34
Br 1.92561 0.14159 4.74690 -0.10
H 0.00110 -1.66832 -3.33154 0.33
H 1.98020 -1.14983 -2.08088 0.22
```

The HOMO energy (spin up / spin down) is -3.417 / -3.046 eV. As for the LUMO energy (spin up / spin down): 2.7 / 2.7 eV. Its SMILES is CC(C)NC(=O)/N=C(C#CBr)/C=C\N[O-]. The orbital gap (spin up / spin down) comes out at 0.2231 / 0.2095 Ha. The net charge is -1.